Density functional theory data (wB97M-V/def2-TZVPD) for C47H45CdCl5Ge2O3PS as an isolated structure at a distorted geometry.

Structure (ORCA input):
```
! RIJCOSX wB97M-V def2-TZVPD def2/J DEFGRID3
* xyz -1 1
Cd 0.33686 -0.28831 0.46342
Ge -1.92939 -1.22571 0.94983
Ge -2.80427 2.19990 -0.82789
Cl 2.48173 -7.16567 -0.41913
Cl 0.57519 -3.80850 -4.13774
Cl 0.60579 -1.49202 -2.06797
Cl 2.36859 -4.88646 1.69084
Cl 1.60863 -6.62263 -3.35137
S -0.73797 1.61166 -1.63150
P 3.14576 -0.01729 -0.29921
O 1.47382 -2.33128 0.61323
O 1.46954 1.50151 0.97746
O 1.04631 0.66047 2.98551
C -6.44468 0.20775 -0.19924
C 4.48538 -3.31260 -2.30756
C -0.15030 3.28881 -1.81599
C 3.93343 1.20520 -1.42716
C 3.46733 2.51312 -1.32072
C 0.76190 5.89402 -2.10548
C -2.28236 -1.89383 2.82340
C 3.95418 3.51658 -2.13496
C 1.55216 -5.36515 -2.18101
C 3.31389 1.00394 2.29376
C -3.58413 -3.58730 -0.00300
C 5.43712 0.57554 1.26740
C -4.03040 0.81961 -0.00332
C 5.05835 -4.08685 -1.31374
C 6.06992 1.04951 2.40205
C 1.94588 -5.59722 -0.86693
C -2.44263 3.68644 0.53362
C 4.04890 0.55214 1.19951
C 3.97236 -2.06654 -1.99845
C -2.48976 5.11987 0.01581
C 1.10834 -4.09523 -2.53104
C -7.21804 2.85486 -0.06745
C -7.78703 0.53856 -0.22964
C -5.45700 1.19079 -0.08035
C 5.41105 1.93213 -3.17868
C 1.09716 -3.07329 -1.60556
C 5.33101 1.47081 3.49657
C 4.61554 -2.35248 0.28969
C 1.48571 -3.25512 -0.24598
C 1.90441 -4.58267 0.06570
C -2.22729 -2.91724 -0.14292
C -3.79130 1.42260 -3.43511
C 4.06580 -1.55073 -0.70592
C 4.92263 3.22404 -3.08207
C 5.10777 -3.60934 -0.01461
C 3.94887 1.43997 3.44652
C -2.06941 -0.80059 3.85862
C 0.54167 3.90200 -0.78206
C -8.18112 1.86642 -0.17314
C 0.07731 5.27805 -3.14114
C -3.66770 -0.28928 0.64387
C 4.92692 0.92699 -2.35890
C -3.67626 2.69061 -2.60012
C -5.87835 2.51826 -0.01501
C 1.00894 5.19810 -0.93251
C -0.36506 3.97356 -3.00235
C 1.82057 1.05356 2.11789
H 4.62687 -2.00375 1.31452
H -2.70959 0.05274 3.63247
H -1.03590 -0.46095 3.83288
H 7.14948 1.09664 2.43108
H 0.71960 3.35192 0.12939
H -2.46802 5.81994 0.85172
H -4.46608 0.71726 -2.95542
H -1.44653 -3.61694 0.17075
H -2.04655 -2.70331 -1.19874
H 3.57338 4.52514 -2.02939
H -0.87775 3.47742 -3.81112
H -3.62457 -4.50134 -0.59517
H -1.46292 3.47464 0.96705
H -4.17064 1.64712 -4.42982
H 6.18386 1.70835 -3.90160
H -0.12392 5.82501 -4.05347
H 5.43808 -5.07143 -1.54538
H -5.14132 3.30036 0.09496
H 5.29802 3.99563 -3.74146
H -6.15878 -0.83129 -0.27883
H -3.06816 3.43208 -3.11834
H 3.34572 1.76886 4.28068
H -7.51453 3.89562 -0.02373
H 1.55480 5.66861 -0.12434
H -8.53270 -0.24247 -0.30591
H -3.30179 -2.28387 2.90395
H 5.84003 1.82715 4.38098
H 5.33412 -0.06927 -2.45168
H 3.48191 -1.49129 -2.77147
H -3.77514 -3.85114 1.03439
H -2.81925 0.94060 -3.53109
H -4.37367 -2.92405 -0.34954
H -3.17264 3.55797 1.33629
H 5.52290 -4.22833 0.76893
H 1.09954 6.91636 -2.21023
H -1.60123 -2.72553 3.01830
H 4.42993 -3.68926 -3.31961
H -9.22842 2.13155 -0.21672
H 2.69797 2.73265 -0.59973
H -3.40172 5.29950 -0.55067
H -1.64503 5.34297 -0.63094
H -4.47892 -0.83590 1.12096
H -2.29579 -1.15302 4.86669
H 6.01937 0.23187 0.42337
H -4.66067 3.12980 -2.45215
*
```

HOMO level = -4.995 eV
Frontier orbital gap = 0.2701 Eh
LUMO energy = 2.355 eV
Energy above the lowest of the compared OMol25 structures with the same formula, charge and spin = 130.7 kJ/mol